No. 1
Here is C18H49FLi2N4O5 as an isolated structure from the Open Molecules 2025 dataset. Energies are from ωB97M-V/def2-TZVPD.

Properties
Kohn-Sham gap (spin up / spin down) = 8.92 / 4.89 eV
expectation value of S² = 0.75
HOMO level (spin up / spin down) = -0.417 / -0.417 Eh
multiplicity = 2
charge = +1
max |F| = 3.679 eV/A
M = 434.49 g/mol
electronic energy = -38779.0580 eV

The geometry in XYZ format:
```
79
Properties=species:S:1:pos:R:3:lowdin_charge:R:1
Li 18.079 9.131 8.444 0.69
Li 19.997 8.018 9.942 0.58
F 20.062 9.747 8.563 -0.64
C 15.442 7.524 10.616 -0.06
C 16.891 7.447 11.060 -0.29
O 17.919 8.056 10.334 -0.10
H 14.998 8.450 10.980 0.09
H 14.908 6.673 11.038 0.09
H 15.182 7.521 9.557 0.07
H 17.131 6.396 11.221 0.13
H 16.860 7.889 12.055 0.15
C 16.537 6.402 6.918 -0.07
C 18.014 6.513 7.038 -0.40
C 18.751 5.620 5.998 -0.16
O 20.138 5.731 6.367 -0.26
C 20.931 4.842 5.554 -0.05
N 18.161 7.954 6.693 -0.01
H 16.239 6.455 5.870 0.10
H 16.087 7.190 7.521 0.06
H 16.123 5.462 7.284 0.09
H 18.452 6.336 8.020 0.11
H 18.666 5.841 4.934 0.13
H 18.438 4.577 6.048 0.13
H 20.466 3.886 5.797 0.09
H 21.990 4.963 5.780 0.10
H 20.584 4.908 4.523 0.09
H 17.799 8.119 5.764 0.10
H 19.157 8.111 6.636 0.07
C 22.930 9.058 13.263 -0.06
C 22.006 8.174 12.483 -0.41
C 20.897 7.656 13.421 -0.20
O 21.437 6.810 14.434 -0.17
C 20.426 5.946 15.030 -0.08
N 21.525 8.815 11.266 0.00
H 22.567 10.010 13.651 0.08
H 23.838 9.415 12.777 0.08
H 23.332 8.582 14.157 0.08
H 22.492 7.345 11.970 0.12
H 20.211 7.172 12.725 0.10
H 20.243 8.410 13.859 0.13
H 21.014 5.481 15.821 0.09
H 20.073 5.124 14.407 0.07
H 19.502 6.444 15.323 0.08
H 21.090 9.697 11.496 0.02
H 22.255 8.914 10.575 0.10
C 18.669 12.734 12.305 -0.06
C 19.397 12.120 11.064 -0.37
C 20.865 12.385 11.211 -0.19
O 21.232 13.497 10.408 -0.17
C 21.401 14.764 11.028 -0.09
N 19.230 10.648 11.140 0.00
H 18.948 12.396 13.303 0.08
H 17.610 12.548 12.484 0.06
H 18.774 13.819 12.305 0.07
H 18.873 12.407 10.152 0.15
H 21.299 11.476 10.796 0.11
H 21.089 12.551 12.265 0.13
H 22.402 14.870 11.445 0.09
H 20.631 15.021 11.755 0.08
H 21.277 15.481 10.216 0.09
H 18.235 10.475 11.163 0.06
H 19.587 10.323 10.252 -0.02
C 19.996 4.133 9.978 -0.03
C 21.165 5.178 9.843 -0.37
C 22.382 4.445 9.225 -0.21
O 23.495 5.250 9.062 -0.18
C 24.386 5.213 10.187 -0.06
N 20.803 6.367 9.088 0.01
H 19.139 4.553 10.505 0.05
H 20.194 3.235 10.563 0.08
H 19.404 3.817 9.120 0.07
H 21.381 5.580 10.832 0.12
H 22.147 4.117 8.212 0.13
H 22.579 3.589 9.871 0.13
H 24.005 5.816 11.011 0.08
H 25.312 5.672 9.843 0.09
H 24.653 4.196 10.474 0.10
H 20.515 6.040 8.177 0.03
H 21.727 6.658 8.802 0.08
```


No. 2
Here is a 5-piece molecular cluster, C2H16NO4 overall from the Open Molecules 2025 dataset. Energies are from ωB97M-V/def2-TZVPD.

Properties
Kohn-Sham gap = 12.23 eV
energy above the lowest of the compared OMol25 structures with the same formula, charge and spin = 9.14 kcal/mol
HOMO level = -0.550 Eh
multiplicity = 1
charge = +1
max |F| = 1.840 eV/A
M = 118.15 g/mol
electronic energy = -12008.1899 eV

The geometry in XYZ format:
```
23
Properties=species:S:1:pos:R:3:lowdin_charge:R:1
C -1.963 0.349 -1.100 -0.07
C -1.856 0.448 0.412 -0.17
N -0.657 1.310 0.802 0.15
H -2.744 -0.338 -1.423 0.09
H -2.138 1.328 -1.541 0.08
H -1.058 -0.107 -1.510 0.07
H -2.691 0.923 0.914 0.13
H -1.630 -0.518 0.847 0.11
H 0.020 0.696 1.306 0.11
H -0.922 2.067 1.410 0.15
H -0.091 1.705 0.005 0.10
H 3.077 -2.086 1.981 0.09
H 2.453 -2.671 0.778 0.05
O 2.196 -2.133 1.531 -0.06
H 1.378 1.867 -1.648 0.07
H 0.113 2.354 -2.305 0.08
O 0.571 2.351 -1.448 -0.04
H 2.209 -1.454 -2.724 0.05
H 0.813 -2.116 -2.220 0.05
O 1.499 -1.446 -2.053 -0.08
H 0.609 -1.485 2.240 0.04
H 0.692 -0.381 3.244 0.08
O 0.121 -0.663 2.502 -0.08
```


No. 3
Here is a 2-piece molecular cluster, C3HF3O overall from the Open Molecules 2025 dataset. Energies are from ωB97M-V/def2-TZVPD.

Properties
Kohn-Sham gap = 11.62 eV
energy above the lowest of the compared OMol25 structures with the same formula, charge and spin = 48.63 kcal/mol
HOMO level = -0.402 Eh
multiplicity = 1
charge = 0
max |F| = 1.297 eV/A
M = 110.03 g/mol
electronic energy = -13324.3203 eV

The geometry in XYZ format:
```
8
Properties=species:S:1:pos:R:3:lowdin_charge:R:1
C 0.277 0.696 -0.006 0.11
C -0.080 1.835 0.010 -0.22
C -2.545 -0.407 0.091 -0.63
O -2.208 -1.279 0.777 0.22
F -0.569 3.019 0.017 0.13
F -3.078 0.735 0.469 0.17
F -2.491 -0.372 -1.223 0.17
H 0.662 -0.277 -0.018 0.04
```


No. 4
Here is C7H25Cu2F2N2O10S2 as an isolated structure from the Open Molecules 2025 dataset. Energies are from ωB97M-V/def2-TZVPD.

Properties
Kohn-Sham gap (spin up / spin down) = 4.68 / 6.90 eV
expectation value of S² = 3.76
HOMO level (spin up / spin down) = -0.209 / -0.355 Eh
multiplicity = 4
charge = 0
max |F| = 11.285 eV/A
M = 526.50 g/mol
electronic energy = -147496.5992 eV

The geometry in XYZ format:
```
50
Properties=species:S:1:pos:R:3:lowdin_charge:R:1
Cu -10.176 6.289 5.469 0.80
Cu -12.518 3.760 5.892 0.63
N -8.431 7.202 6.218 -0.41
S -7.914 7.160 7.859 0.61
O -8.462 8.290 8.615 -0.27
O -6.636 6.617 8.232 -0.25
F -8.927 5.973 8.344 -0.24
S -7.548 8.320 5.807 0.41
O -6.120 8.061 5.663 -0.27
O -7.957 9.683 6.151 -0.28
F -8.116 8.293 4.277 -0.25
O -10.569 4.465 6.541 -0.42
H -10.371 4.530 7.496 -0.01
O -12.251 5.493 4.629 -0.38
H -12.926 4.886 4.268 -0.05
C -7.114 0.707 6.355 -0.06
C -8.040 1.753 6.990 -0.41
C -7.372 2.841 7.945 -0.03
O -8.698 2.545 5.931 -0.09
H -6.454 0.132 7.005 0.08
H -6.418 1.214 5.687 0.08
H -7.593 0.049 5.630 0.07
H -8.732 1.211 7.635 0.10
H -6.563 2.404 8.531 0.07
H -8.147 3.334 8.532 0.06
H -6.864 3.644 7.412 0.08
H -9.235 3.229 6.338 0.00
O -11.347 2.475 4.567 -0.04
H -10.597 2.000 4.923 0.04
H -11.016 2.879 3.764 0.08
O -13.486 4.789 7.626 -0.03
H -12.958 5.404 8.136 0.08
H -14.390 5.061 7.784 0.08
C -11.981 1.505 9.464 -0.04
C -11.793 1.288 7.995 -0.41
C -11.813 -0.172 7.561 -0.15
O -13.167 -0.716 7.558 -0.17
C -13.165 -2.080 7.731 -0.14
N -12.839 2.076 7.380 0.05
H -11.213 0.938 9.990 0.09
H -12.908 1.104 9.874 0.10
H -11.752 2.548 9.682 0.09
H -10.810 1.658 7.703 0.11
H -11.184 -0.675 8.295 0.12
H -11.241 -0.388 6.659 0.13
H -14.079 -2.581 7.411 0.09
H -13.106 -2.337 8.789 0.09
H -12.320 -2.582 7.259 0.09
H -13.446 1.387 6.960 0.09
H -13.447 2.444 8.097 0.08
```


No. 5
Here is a 2-piece molecular cluster, C2H4BrN overall from the Open Molecules 2025 dataset. Energies are from ωB97M-V/def2-TZVPD.

Properties
Kohn-Sham gap (spin up / spin down) = 10.24 / 6.78 eV
energy above the lowest of the compared OMol25 structures with the same formula, charge and spin = 86.46 kcal/mol
HOMO level (spin up / spin down) = -0.376 / -0.329 Eh
multiplicity = 1
charge = 0
max |F| = 1.726 eV/A
M = 121.96 g/mol
electronic energy = -73667.2432 eV

The geometry in XYZ format:
```
8
Properties=species:S:1:pos:R:3:lowdin_charge:R:1
C 1.567 -0.248 0.008 -0.67
C -1.856 0.240 -0.010 0.08
N 0.943 0.773 0.028 0.10
Br 3.617 -0.185 0.017 0.49
H 1.324 -1.302 -0.008 0.05
H -1.762 -0.320 -0.917 -0.02
H -1.938 1.306 -0.052 -0.02
H -1.894 -0.265 0.934 -0.02
```


No. 6
Here is C10H24ClO2P2Pb as an isolated structure from the Open Molecules 2025 dataset. Energies are from ωB97M-V/def2-TZVPD.

Properties
Kohn-Sham gap = 5.28 eV
energy above the lowest of the compared OMol25 structures with the same formula, charge and spin = 80.52 kcal/mol
HOMO level = -0.676 Eh
multiplicity = 1
charge = +3
max |F| = 19.152 eV/A
M = 480.90 g/mol
electronic energy = -51167.1878 eV

The geometry in XYZ format:
```
40
Properties=species:S:1:pos:R:3:lowdin_charge:R:1
C 4.520 -2.086 -2.915 -0.05
C 3.402 -1.889 -1.933 -0.79
H 4.109 -2.409 -3.872 0.10
H 5.219 -2.830 -2.522 0.10
H 5.070 -1.147 -3.028 0.10
O 2.235 -2.041 -2.101 0.02
Cl 4.039 -1.346 -0.304 0.58
Pb -0.790 0.285 0.240 1.14
P -0.897 -1.791 1.265 0.73
C -2.411 -2.790 1.009 -0.16
C 0.451 -2.927 0.767 -0.19
H 0.411 -3.862 1.335 0.10
H -0.703 -2.729 3.520 0.10
H 1.403 -2.420 0.944 0.04
H 0.187 -1.184 3.325 0.08
H -2.548 -2.974 -0.060 0.08
H 0.364 -3.143 -0.302 0.07
C -0.734 -1.723 3.088 -0.17
H -2.345 -3.747 1.538 0.11
H -1.580 -1.170 3.505 0.06
H -3.279 -2.233 1.373 0.08
P -0.416 2.386 -0.665 0.72
C -1.734 3.109 -1.713 -0.16
C -0.108 3.685 0.589 -0.17
H 1.924 2.109 -1.152 0.07
H 1.255 3.499 -2.069 0.10
H 0.932 1.820 -2.597 0.08
C 1.071 2.473 -1.731 -0.19
H 0.711 3.349 1.229 0.08
H 0.150 4.638 0.115 0.10
H -1.445 4.099 -2.081 0.11
H -2.656 3.192 -1.130 0.08
H -1.003 3.811 1.204 0.06
H -1.926 2.447 -2.562 0.08
C -2.437 0.124 -0.518 -0.34
O -3.496 0.020 -1.005 0.32
C -1.608 1.227 2.072 -0.20
H -2.180 2.135 1.813 0.04
H -0.797 1.464 2.791 0.07
H -2.362 0.567 2.537 0.04
```


No. 7
Here is a 2-piece molecular cluster, C4H4N2O overall from the Open Molecules 2025 dataset. Energies are from ωB97M-V/def2-TZVPD.

Properties
Kohn-Sham gap = 9.51 eV
energy above the lowest of the compared OMol25 structures with the same formula, charge and spin = 129.35 kcal/mol
HOMO level = -0.334 Eh
multiplicity = 1
charge = 0
max |F| = 4.452 eV/A
M = 96.09 g/mol
electronic energy = -9234.8788 eV

The geometry in XYZ format:
```
11
Properties=species:S:1:pos:R:3:lowdin_charge:R:1
C -1.709 2.109 0.140 -0.24
C -3.028 1.863 2.341 0.17
C -2.379 1.897 1.319 -0.11
C 2.075 -1.102 -0.704 0.01
N -0.920 2.291 -0.684 0.17
N 1.079 -0.521 -0.163 -0.27
O 0.136 -0.864 0.579 -0.10
H -3.603 1.686 3.194 0.03
H 2.491 -0.681 -1.699 0.11
H 2.406 -2.095 -0.441 0.07
H 0.863 0.374 -0.720 0.15
```